A 2-piece molecular cluster, C20H26ClFN2O6 overall in a non-equilibrium geometry. Source: the Open Molecules 2025 dataset; level of theory: ωB97M-V/def2-TZVPD.

- net charge = 0
- HOMO energy (eV) = -8.22
- Kohn-Sham gap (eV) = 7.39

Each atom is followed by the atoms it is bonded to, with distances in Å.
Element x y z (Å)
1 C 2.994 3.432 1.304  C2 1.542, H26 1.086, H27 1.085, H28 1.080
2 C 3.486 2.023 0.916  C1 1.542, F3 1.375, C4 1.510, H29 1.088
3 F 3.865 1.398 2.081  C2 1.375
4 C 2.425 1.167 0.264  C2 1.510, C5 1.381, C22 1.398
5 C 2.039 -0.015 0.863  C4 1.381, C6 1.385, H30 1.079
6 C 1.070 -0.818 0.285  C5 1.385, C7 1.502, N10 1.348
7 C 0.711 -2.083 1.011  C6 1.502, C8 1.536, H31 1.087, H32 1.080
8 C 1.875 -3.084 0.956  C7 1.536, O9 1.425, H33 1.087, H34 1.091
9 O 1.407 -4.325 0.435  C8 1.425, H35 0.959
10 N 0.493 -0.448 -0.875  C6 1.348, C11 1.476, C20 1.356
11 C -0.542 -1.258 -1.546  N10 1.476, C12 1.540, H36 1.081, H37 1.078
12 C -1.945 -0.651 -1.362  C11 1.540, C13 1.535, H38 1.086, H39 1.090
13 C -2.870 -1.468 -0.449  C12 1.535, C14 1.500, H40 1.087, H41 1.087
14 C -4.260 -0.907 -0.518  C13 1.500, C15 1.392, C19 1.392
15 C -5.246 -1.528 -1.280  C14 1.392, C16 1.387, H42 1.080
16 C -6.520 -0.985 -1.356  C15 1.387, C17 1.388, H43 1.080
17 C -6.838 0.183 -0.676  C16 1.388, C18 1.390, H44 1.076
18 C -5.849 0.811 0.071  C17 1.390, C19 1.385, H45 1.079
19 C -4.575 0.271 0.152  C14 1.392, C18 1.385, H46 1.081
20 C 0.863 0.710 -1.477  N10 1.356, O21 1.359, C22 1.383
21 O 0.288 0.981 -2.678  C20 1.359, H47 0.965
22 C 1.841 1.535 -0.952  C4 1.398, C20 1.383, C23 1.509
23 C 2.248 2.739 -1.766  C22 1.509, C24 1.517, H48 1.078, H49 1.086
24 C 3.024 2.287 -2.989  C23 1.517, N25 1.261, H50 1.087
25 N 3.716 1.236 -2.919  C24 1.261, H51 1.019
26 H 1.979 3.578 0.947  C1 1.086
27 H 3.612 4.176 0.810  C1 1.085
28 H 3.011 3.540 2.378  C1 1.080
29 H 4.379 2.049 0.296  C2 1.088
30 H 2.427 -0.380 1.802  C5 1.079
31 H 0.587 -1.789 2.050  C7 1.087
32 H -0.212 -2.527 0.668  C7 1.080
33 H 2.324 -3.194 1.939  C8 1.087
34 H 2.659 -2.695 0.303  C8 1.091
35 H 2.180 -4.802 0.126  O9 0.959
36 H -0.306 -1.265 -2.601  C11 1.081
37 H -0.500 -2.282 -1.212  C11 1.078
38 H -2.404 -0.509 -2.336  C12 1.086
39 H -1.867 0.346 -0.930  C12 1.090
40 H -2.865 -2.505 -0.775  C13 1.087
41 H -2.492 -1.411 0.568  C13 1.087
42 H -5.005 -2.435 -1.814  C15 1.080
43 H -7.272 -1.484 -1.949  C16 1.080
44 H -7.830 0.599 -0.712  C17 1.076
45 H -6.102 1.723 0.589  C18 1.079
46 H -3.835 0.783 0.751  C19 1.081
47 H -0.554 1.434 -2.541  O21 0.965
48 H 2.827 3.451 -1.200  C23 1.078
49 H 1.344 3.214 -2.136  C23 1.086
50 H 2.959 2.879 -3.899  C24 1.087
51 H 4.189 1.058 -3.804  N25 1.019
52 O 1.976 0.689 5.417  Cl53 1.440
53 Cl 2.617 -0.550 5.057  O52 1.440, O54 1.463, O55 1.439, O56 1.437
54 O 2.496 -0.723 3.609  Cl53 1.463
55 O 1.965 -1.658 5.703  Cl53 1.439
56 O 4.012 -0.514 5.400  Cl53 1.437